Formula: C36H92N4O12S4
Source: the OMol25 dataset
Level of theory: ωB97M-V/def2-TZVPD

Computed properties:
**M**: 901.42 u
**Highest occupied orbital energy**: -8.0 eV
**Energy relative to the best compared isomer or geometry (same formula, charge and spin)**: 5.1469 eV
**SMILES**: CCOS(C)(=O)=O.CCOS(C)(=O)=O.CCOS(C)(=O)=O.CCOS(C)(=O)=O.CCN(CC)CC.CCN(CC)CC.CCN(CC)CC.CCN(CC)CC
**Gap between HOMO and LUMO**: 8.2 eV
**Net charge**: 0

XYZ file:
```
148
Properties=species:S:1:pos:R:3:mulliken_charge:R:1
C -0.552 -2.281 -0.181 0.86
C 0.350 -1.085 -0.527 -0.44
N 0.240 0.041 0.370 1.27
C -1.050 0.693 0.300 -0.49
C -0.942 2.196 0.738 -1.44
C 0.597 -0.246 1.815 0.01
C 2.097 -0.689 2.003 -0.85
H -0.106 -3.112 -0.728 -0.09
H -1.584 -2.133 -0.498 0.10
H -0.568 -2.569 0.870 -0.39
H 1.413 -1.324 -0.564 -0.55
H 0.100 -0.719 -1.523 -0.16
H -1.436 0.503 -0.702 0.65
H -1.787 0.117 0.861 0.09
H -0.142 2.669 0.168 -0.12
H -1.826 2.792 0.513 0.37
H -0.805 2.249 1.818 0.45
H 0.061 -1.134 2.146 -0.26
H 0.383 0.615 2.448 0.39
H 2.805 0.103 1.761 -0.31
H 2.428 -1.575 1.462 0.23
H 2.385 -0.859 3.040 0.52
C -6.357 6.759 2.912 -1.11
C -6.442 5.395 2.262 -0.86
N -6.095 4.217 3.107 0.07
C -4.738 4.301 3.748 -0.50
C -3.648 4.530 2.673 -1.33
C -7.218 3.888 4.099 -0.51
C -7.204 2.419 4.416 -1.17
H -7.017 6.876 3.771 0.32
H -6.462 7.608 2.236 0.39
H -5.434 6.911 3.472 0.28
H -7.457 5.231 1.902 0.49
H -5.850 5.231 1.362 0.43
H -4.652 5.102 4.483 0.35
H -4.429 3.383 4.248 0.41
H -2.610 4.787 2.881 0.44
H -3.743 3.663 2.019 0.30
H -3.899 5.287 1.929 0.35
H -8.188 4.229 3.738 0.48
H -6.998 4.482 4.986 0.29
H -8.030 2.043 5.019 0.42
H -6.323 2.152 5.000 0.32
H -7.115 1.796 3.526 0.18
C -0.587 1.855 -3.807 -1.58
C 0.273 2.704 -2.999 0.98
N 0.340 4.082 -3.438 0.13
C 1.048 4.932 -2.476 -0.16
C 0.631 6.425 -2.692 -1.42
C 0.732 4.210 -4.854 -0.83
C 2.156 3.685 -5.293 -0.89
H -0.806 0.932 -3.271 0.28
H -0.187 1.639 -4.798 0.31
H -1.543 2.354 -3.968 0.46
H -0.034 2.699 -1.953 -0.69
H 1.280 2.286 -2.994 0.24
H 0.854 4.702 -1.429 0.25
H 2.127 4.788 -2.543 0.23
H -0.443 6.502 -2.520 0.32
H 1.232 7.079 -2.059 0.41
H 0.815 6.712 -3.727 0.32
H 0.576 5.174 -5.336 0.46
H -0.124 3.799 -5.388 0.44
H 2.284 2.604 -5.242 0.13
H 2.934 4.093 -4.648 0.25
H 2.350 4.066 -6.296 0.40
C 5.859 -1.977 -2.545 -1.41
C 4.653 -1.443 -3.388 -0.07
N 3.681 -2.430 -3.692 0.02
C 3.218 -3.210 -2.574 0.26
C 2.394 -4.394 -2.968 -1.42
C 2.656 -1.975 -4.626 -1.27
C 1.549 -1.038 -3.954 0.52
H 5.645 -1.926 -1.478 0.27
H 6.863 -1.569 -2.665 0.38
H 6.038 -3.002 -2.870 0.37
H 4.364 -0.635 -2.716 -0.05
H 5.024 -0.917 -4.268 0.55
H 2.646 -2.461 -2.027 -0.18
H 3.954 -3.646 -1.899 0.66
H 2.925 -4.953 -3.738 0.34
H 1.419 -4.123 -3.372 0.11
H 2.260 -5.012 -2.080 0.53
H 3.122 -1.274 -5.319 0.51
H 2.274 -2.812 -5.211 0.34
H 1.921 -0.148 -3.447 0.05
H 0.878 -0.658 -4.723 0.39
H 1.076 -1.736 -3.263 -0.64
O -2.607 -3.364 3.537 -0.57
S -3.691 -3.286 2.585 1.17
O -5.064 -3.463 2.885 -0.64
O -3.577 -1.746 1.883 -0.22
C -4.609 -1.375 0.955 -0.30
C -5.641 -0.530 1.653 -1.33
C -3.268 -4.386 1.167 -0.56
H -5.071 -2.113 0.299 0.36
H -4.109 -0.761 0.206 0.43
H -6.348 -0.064 0.966 0.43
H -5.245 0.306 2.229 0.26
H -6.156 -1.299 2.229 0.33
H -2.179 -4.344 1.186 0.00
H -3.710 -3.821 0.346 0.06
H -3.599 -5.397 1.405 0.56
O 3.232 2.636 2.394 -0.64
S 3.785 2.987 1.097 1.22
O 3.278 4.165 0.366 -0.59
O 5.411 3.050 1.363 -0.31
C 6.177 4.104 0.861 -0.17
C 7.615 3.615 0.572 -1.18
C 3.768 1.462 -0.031 -0.86
H 6.289 4.799 1.692 0.28
H 5.824 4.608 -0.039 0.32
H 8.360 4.244 0.086 0.37
H 7.590 2.676 0.018 0.30
H 8.220 3.350 1.439 0.31
H 4.455 0.727 0.388 0.59
H 4.209 1.616 -1.016 0.51
H 2.803 0.975 -0.167 -0.13
O -3.543 -3.375 -2.400 -0.56
S -2.426 -4.189 -2.824 0.97
O -1.249 -3.585 -3.322 -0.43
O -2.076 -5.382 -1.629 -0.28
C -0.680 -5.839 -1.525 0.73
C -0.462 -7.263 -2.052 -1.38
C -3.192 -5.410 -4.055 -1.07
H -0.265 -5.901 -0.519 0.27
H -0.058 -5.153 -2.100 -0.45
H -1.213 -7.869 -1.545 0.35
H 0.471 -7.827 -2.048 0.37
H -0.801 -7.160 -3.082 0.24
H -4.033 -5.713 -3.431 0.37
H -2.520 -6.222 -4.335 0.31
H -3.602 -4.871 -4.910 0.38
O 3.913 -5.059 6.034 -0.61
S 4.549 -4.055 5.123 1.06
O 5.599 -4.463 4.133 -0.60
O 3.334 -3.408 4.213 -0.19
C 2.020 -4.057 4.557 -0.47
C 0.894 -3.651 3.588 -1.05
C 5.124 -2.612 6.140 -0.91
H 1.735 -3.965 5.606 0.41
H 2.180 -5.106 4.310 0.35
H 0.052 -4.339 3.507 0.50
H 1.326 -3.685 2.588 0.23
H 0.354 -2.706 3.641 0.28
H 5.819 -2.026 5.538 0.35
H 5.810 -3.009 6.888 0.37
H 4.317 -1.996 6.537 0.30
```